This record from OMol25 describes a molecular structure, C29H45Cl2ErN2PS. The level of theory is the ωB97M-V functional and the def2-TZVPD basis.

Geometry as XYZ:
```
81
Properties=species:S:1:pos:R:3:forces:R:3:lowdin_spin:R:1
P 0.137046 -0.784550 -0.955207 -0.133 0.600 -1.754 0.00
C 1.684644 -0.161865 -1.896106 -0.261 -0.556 0.551 0.00
C 1.920466 -0.632744 -3.343094 -0.125 0.090 -0.234 0.00
C 3.291910 -0.190916 -3.872168 0.069 -0.148 0.288 0.00
C 3.596767 1.294941 -3.637524 -0.047 0.015 -0.126 0.00
C 3.219056 1.803417 -2.243342 0.071 -0.190 0.111 0.00
C 1.821425 1.361425 -1.803774 0.137 -0.023 0.129 0.00
C -1.272366 0.117526 -1.838226 0.395 -0.502 0.353 0.00
C -1.106575 0.212445 -3.352098 -0.282 0.138 -0.196 0.00
C -2.399703 0.697027 -4.011553 0.000 -0.050 0.154 0.00
C -2.893694 2.017370 -3.403430 0.119 -0.006 -0.178 0.00
C -2.859203 2.057144 -1.869812 -0.174 -0.141 0.078 0.00
C -1.570405 1.502879 -1.251251 -0.014 -0.051 -0.056 0.00
C -0.043937 -2.476448 -1.736396 0.009 0.414 -0.161 0.00
C 1.150969 -3.366025 -1.363001 -0.213 -0.160 -0.001 0.00
C 1.062933 -4.706180 -2.104470 -0.032 0.028 -0.021 0.00
C -0.284860 -5.417078 -1.912025 0.006 -0.063 0.076 0.00
C -1.497086 -4.503357 -2.130709 0.114 0.085 -0.106 0.00
C -1.382042 -3.153539 -1.420400 0.097 -0.186 0.275 0.00
H 2.464033 -0.613017 -1.257034 0.083 0.271 -0.178 0.00
H 1.154674 -0.214356 -4.011451 0.340 -0.178 0.255 0.00
H 1.848080 -1.726649 -3.431059 0.036 0.285 0.018 0.00
H 3.340256 -0.412745 -4.946082 0.076 0.023 0.134 0.00
H 4.065193 -0.807182 -3.392467 -0.043 0.126 0.013 0.00
H 4.667699 1.455409 -3.798063 -0.065 0.096 -0.085 0.00
H 3.073938 1.893820 -4.394861 -0.037 -0.059 0.071 0.00
H 3.944103 1.426388 -1.510491 -0.086 0.008 -0.034 0.00
H 3.286186 2.895707 -2.215406 0.031 -0.073 -0.012 0.00
H 1.647978 1.691414 -0.771566 -0.030 -0.020 -0.173 0.00
H 1.068122 1.843656 -2.440434 0.164 -0.060 0.097 0.00
H -2.122133 -0.542154 -1.604856 0.017 0.294 -0.056 0.00
H -3.167154 -0.081736 -3.896082 0.068 0.104 0.034 0.00
H -0.822658 -0.751644 -3.801174 -0.072 0.309 0.154 0.00
H -0.309320 0.939868 -3.572890 -0.298 -0.235 -0.013 0.00
H -2.223412 0.812885 -5.089284 -0.156 0.036 0.112 0.00
H -3.919523 2.192283 -3.745694 0.084 0.134 0.024 0.00
H -2.284594 2.836642 -3.807514 0.013 -0.059 0.073 0.00
H -3.021763 3.084715 -1.529853 -0.006 -0.092 0.003 0.00
H -3.700708 1.464543 -1.488044 0.088 0.020 0.024 0.00
H -1.680823 1.451347 -0.157184 -0.007 0.056 -0.217 0.00
H -0.733301 2.182419 -1.456420 -0.160 -0.068 0.070 0.00
H -0.024295 -2.307327 -2.826311 0.084 -0.124 0.239 0.00
H 2.108697 -2.879844 -1.604074 -0.287 -0.081 0.107 0.00
H 1.147022 -3.532333 -0.274481 0.000 0.003 -0.157 0.00
H 1.219433 -4.521812 -3.179814 -0.015 -0.010 0.183 0.00
H 1.876184 -5.360269 -1.768049 -0.078 0.023 -0.125 0.00
H -0.329306 -5.860595 -0.907227 0.017 0.203 -0.053 0.00
H -0.348061 -6.259309 -2.610263 0.033 0.005 0.079 0.00
H -2.407870 -5.009586 -1.790484 0.086 0.019 -0.120 0.00
H -1.617120 -4.311691 -3.208004 0.037 -0.085 0.108 0.00
H -2.231243 -2.526571 -1.724531 0.267 -0.110 0.129 0.00
H -1.475328 -3.274431 -0.333251 -0.021 -0.053 -0.206 0.00
Er -0.267924 -0.419286 1.963733 -0.360 1.341 0.487 3.04
Cl -2.481174 -1.243521 1.117104 -0.602 -0.426 -0.109 0.00
Cl 2.194892 0.033765 1.645657 0.805 -0.059 0.077 0.00
C -0.879033 1.380240 3.185221 0.811 -0.668 -0.185 -0.01
H -1.537848 1.220023 4.059048 -0.020 -0.005 -0.123 0.00
C -0.581059 2.740526 3.000018 -0.262 0.269 -0.009 0.00
C -1.127772 3.763869 3.866819 0.312 0.166 -0.565 0.00
C -1.186540 5.083794 3.449148 0.182 -0.192 -0.233 0.00
C -0.649918 5.469128 2.199784 -0.176 0.234 -0.027 0.00
C 0.056612 4.529008 1.420547 -0.181 -0.362 0.776 0.00
C 0.184579 3.219004 1.863301 -0.232 0.042 0.170 0.00
H -1.565006 3.425501 4.808834 -0.024 0.215 -0.205 0.00
H -1.681984 5.833689 4.080211 0.202 -0.236 -0.235 0.00
H 0.481980 4.814680 0.461064 0.127 0.096 0.146 0.00
H 0.805730 2.476247 1.335899 -0.425 0.437 -0.004 0.00
H -0.786443 6.491584 1.847030 0.097 -0.189 0.065 0.00
C -1.081582 -2.017745 7.226974 0.086 0.120 -0.288 0.00
N -0.113647 -0.993596 6.824102 -0.101 -0.291 -0.486 0.00
C 0.556824 -0.106928 7.653615 0.241 0.282 -0.324 0.00
C 1.356710 0.655884 6.862350 -0.424 -0.514 -0.203 0.00
N 1.156532 0.231613 5.557256 -0.383 -0.773 0.318 0.00
C 0.267164 -0.808714 5.523860 0.616 0.694 0.439 0.00
S -0.210836 -1.810790 4.227854 0.035 -0.449 1.023 0.00
H -1.970367 -1.931186 6.588819 0.240 -0.021 0.217 0.00
H -0.663618 -3.024961 7.092894 -0.046 0.326 0.040 0.00
H -1.351145 -1.860327 8.271721 0.069 0.037 -0.112 0.00
H 0.394960 -0.069535 8.720551 0.011 -0.091 -0.194 0.00
H 2.066003 1.421761 7.122736 -0.164 0.074 -0.096 0.00
H 1.545588 0.646921 4.712802 -0.335 -0.057 -0.040 0.00
```
Positions in Å, forces in eV/Å.

Calculated values
Highest occupied orbital energy = -0.05692 Ha
Net charge = -1
Kohn-Sham gap = 3.94 eV
Expectation value of S² = 3.7543
Multiplicity = 4
LUMO = 2.39 eV